(1)
Molecular formula: C4H5O4P
Method: DFT, ωB97M-V with the def2-TZVPD basis set

Summary:
Charge: -2

Atoms and positions in Å:
C 1.134 1.039 0.275
P 1.309 -1.608 -0.107
C -0.127 0.241 0.464
H -0.298 -0.062 1.493
H 1.661 0.681 -0.637
O 1.591 -1.501 -1.540
O 2.599 -1.396 0.785
C -2.537 -0.306 -0.097
O -3.436 -0.359 -1.039
H 0.896 2.079 0.047
H -0.750 0.584 -1.436
H 1.869 0.967 1.159
O -2.777 -0.546 1.111
C -1.136 0.188 -0.477


(2)
Molecular formula: C4H5O4P
Method: DFT, ωB97M-V with the def2-TZVPD basis set

Summary:
Charge: -2

Atoms and positions in Å:
O -3.711 -1.355 -0.114
O -2.610 -2.277 -2.153
O -0.656 -0.982 -0.299
H 2.899 1.352 0.640
H 2.267 -0.071 1.574
C 0.512 1.942 -0.559
C 0.824 0.939 0.415
H -0.283 1.586 -1.199
C 1.995 1.048 1.246
O -2.225 -3.427 0.129
P -2.670 -2.267 -0.660
H 1.983 1.500 2.187
H 1.396 2.267 -1.266
C 0.278 -0.256 0.059


The winner here is (1), beating the second structure by 1.694 eV.


(1)
Molecular formula: C6H13N2O2S
Method: DFT, ωB97M-V with the def2-TZVPD basis set

Summary:
Structure (SMILES): CC(C)(C)C(O)(O)C(=S)N[NH-]
Charge: -1

Atoms and positions in Å:
N 1.746 -0.321 -1.915
C -0.792 -0.029 0.619
H 0.295 -0.380 2.659
H -2.564 0.199 1.681
H -0.923 -2.063 -0.268
H -0.673 -1.613 2.070
H 1.804 1.184 1.299
H -2.379 -1.125 -0.059
C -1.360 -1.058 -0.327
C 0.492 0.881 -0.141
H 0.659 -1.420 1.143
O -0.057 1.723 -1.074
N 0.650 -0.301 -2.760
H 0.964 -0.083 -3.707
H -1.284 1.364 2.164
S 3.252 0.038 0.212
H -1.213 -0.814 -1.341
H -2.185 1.602 0.676
H 2.590 -0.835 -2.335
C 1.836 0.227 -0.739
C -1.779 0.828 1.319
O 0.959 1.719 0.956
H 0.022 1.108 -1.857
C -0.060 -0.829 1.724


(2)
Molecular formula: C6H13N2O2S
Method: DFT, ωB97M-V with the def2-TZVPD basis set

Summary:
Charge: -1

Atoms and positions in Å:
H 3.114 -0.060 1.111
N -3.280 1.228 -0.764
C 1.355 -1.317 0.419
H 2.876 0.089 -0.446
H -3.759 2.083 -0.547
H 2.246 2.050 0.320
S -3.188 0.352 0.584
H 0.886 -1.675 1.400
C 0.483 1.204 -0.578
H -1.624 -2.063 -0.437
H -1.170 -0.520 1.557
O -3.268 -1.035 -0.006
C -0.555 0.101 -0.288
H 0.109 2.230 -0.604
N -1.189 0.302 0.969
H 1.145 1.091 -1.557
H 0.562 -1.173 -1.628
H -1.170 0.296 -1.187
C 1.557 1.326 0.486
O -0.756 -2.343 -0.306
H 1.920 -2.270 0.172
C 2.296 -0.055 0.401
H 1.243 1.436 1.436
C 0.165 -1.279 -0.506


The winner here is (1), beating the second structure by 0.228 eV.


(1)
Molecular formula: C2HClN2
Method: DFT, ωB97M-V with the def2-TZVPD basis set

Summary:
Structure (SMILES): [H]/N=N/C#CCl

Atoms and positions in Å:
N -1.459 -0.275 0.266
C 1.436 0.369 0.112
N -0.806 0.585 -0.371
C 0.354 0.962 0.260
H -2.141 -0.967 -0.065
Cl 2.616 -0.673 -0.201


(2)
Molecular formula: C2HClN2
Method: DFT, ωB97M-V with the def2-TZVPD basis set

Summary:
Structure (SMILES): C#CCl.N#N

Atoms and positions in Å:
N 4.289 1.711 0.009
C 2.091 -0.661 0.306
N 3.298 2.114 -0.319
Cl 3.294 -1.795 0.342
H 0.457 0.653 -0.012
C 1.036 -0.080 0.239


(3)
Molecular formula: C2HClN2
Method: DFT, ωB97M-V with the def2-TZVPD basis set

Summary:
Structure (SMILES): [H]/N=N/C#CCl

Atoms and positions in Å:
N 0.359 -0.711 0.561
N 0.217 -0.035 1.594
C -0.226 -0.149 -0.495
H 0.818 -0.558 2.404
C -0.314 0.763 -1.280
Cl -0.855 0.690 -2.784


The winner here is (2), beating the second structure by 3.455 eV.